No. 1
Molecular formula: C2H4N2O
Method: DFT, ωB97M-V with the def2-TZVPD basis set

Computed properties:
- E_LUMO (alpha / beta): -1.1 / -1.1 eV
- Max |F|: 0.49 eV/Å
- E: -263.15003 Eh
- HOMO (alpha / beta): -9.43 / -9.43 eV
- Charge: 0
- HOMO-LUMO gap (alpha / beta): 8.4 / 8.4 eV

CARTESIAN COORDINATES (ANGSTROEM)
1 N -1.05 -0.37 0.78
2 C -0.43 0.55 -0.07
3 N 1.00 0.65 -0.31
4 C 0.50 -0.60 -0.75
5 O 0.36 -1.48 0.21
6 H -1.35 0.11 1.66
7 H -0.98 1.47 -0.26
8 H 1.54 0.54 0.54
9 H 0.42 -0.87 -1.80

Atomic partial charges in e from the Löwdin method, atoms 1 to 5: N 0.153; C -0.283; N 0.067; C -0.395; O -0.012

=====

No. 2
Molecular formula: C2H4N2O
Method: DFT, ωB97M-V with the def2-TZVPD basis set

Computed properties:
- SMILES: N#C[C@H](N)O
- E_LUMO: 0.7 eV
- Max |F|: 4.76 eV/Å
- E: -263.30064 Eh
- HOMO: -10.22 eV
- Charge: 0
- HOMO-LUMO gap: 10.9 eV

CARTESIAN COORDINATES (ANGSTROEM)
1 C -1.14 -0.45 0.70
2 C 0.04 0.26 0.32
3 N -2.04 -1.07 1.03
4 N 0.12 0.98 -0.85
5 O 1.30 -0.88 0.24
6 H 0.41 0.68 1.20
7 H 0.88 1.53 -1.03
8 H -0.36 0.62 -1.69
9 H 0.80 -1.68 0.07

Atomic partial charges in e from the Löwdin method, atoms 1 to 5: C -0.182; C -0.311; N 0.182; N 0.107; O -0.123

=====

No. 3
Molecular formula: C2H4N2O
Method: DFT, ωB97M-V with the def2-TZVPD basis set

Computed properties:
- E_LUMO: 0.5 eV
- Max |F|: 5.82 eV/Å
- E: -263.23857 Eh
- HOMO: -7.88 eV
- Charge: 0
- HOMO-LUMO gap: 8.4 eV

CARTESIAN COORDINATES (ANGSTROEM)
1 C -1.35 1.00 0.13
2 C 0.55 -0.37 -0.04
3 N -2.98 -0.62 0.04
4 N -2.14 0.10 -0.15
5 O 0.02 0.93 -0.10
6 H -1.69 2.03 0.10
7 H 0.28 -0.87 0.89
8 H 1.64 -0.26 -0.10
9 H 0.20 -0.97 -0.89

Atomic partial charges in e from the Löwdin method, atoms 1 to 5: C -0.224; C -0.106; N 0.182; N -0.123; O -0.137